Computed, not measured: a structure of composition C21H26MoN4O4PS4, with ωB97M-V/def2-TZVPD.

gap between HOMO and LUMO (spin up / spin down) = 6.4 / 6.8 eV
M = 653.65 Da
spin multiplicity = 2
ΔE to the lowest compared entry with this formula, charge and spin = 0.0 kcal per mole
total charge = +2

Element x y z (Å)
Mo (0.5092, 0.2679, 1.1086)
C (-3.9935, -6.4123, -0.7276)
C (-3.0134, -5.4147, -0.1979)
C (-2.1917, -5.7373, 0.8814)
C (-1.3014, -4.8176, 1.3996)
C (-1.2390, -3.5548, 0.8205)
C (-2.0445, -3.1999, -0.2643)
C (-2.9225, -4.1360, -0.7644)
S (-0.1508, -2.3916, 1.4614)
O (0.6586, -2.9037, 2.5107)
O (-0.9383, -1.1244, 1.7552)
N (0.7017, -1.6696, 0.2494)
C (2.1110, -1.7592, 0.3421)
C (2.9793, -2.7216, -0.1223)
C (4.3295, -2.4818, 0.1005)
C (4.7488, -1.3184, 0.7408)
C (3.8080, -0.3965, 1.1564)
N (2.5107, -0.6459, 0.9578)
H (-3.6223, -7.4295, -0.6163)
H (-4.2172, -6.2322, -1.7773)
H (-4.9298, -6.3402, -0.1700)
H (-2.2502, -6.7237, 1.3219)
H (-0.6626, -5.0677, 2.2362)
H (-1.9734, -2.2123, -0.7030)
H (-3.5533, -3.8846, -1.6066)
H (2.6169, -3.6049, -0.6275)
H (5.0644, -3.2033, -0.2304)
H (5.7978, -1.1331, 0.9183)
H (4.0662, 0.5258, 1.6586)
C (-0.4908, 0.6300, -4.8035)
C (-1.6694, 0.5906, -3.8700)
O (-1.2219, 0.3714, -2.4718)
P (-0.6149, 1.4403, -1.5250)
S (1.3120, 1.0802, -1.0870)
S (-1.4998, 1.2572, 0.3000)
O (-0.9082, 2.7985, -2.2332)
C (-0.6835, 4.1151, -1.6213)
C (-1.8177, 5.0180, -2.0246)
H (-0.8511, 0.6783, -5.8312)
H (0.1137, -0.2700, -4.7006)
H (0.1295, 1.5088, -4.6279)
H (-2.3191, -0.2608, -4.0513)
H (-2.2589, 1.5039, -3.8822)
H (0.2800, 4.4592, -1.9951)
H (-0.6344, 3.9839, -0.5375)
H (-1.8741, 5.1097, -3.1078)
H (-1.6517, 6.0116, -1.6085)
H (-2.7682, 4.6439, -1.6470)
C (1.3985, 5.3940, 4.4383)
C (1.4195, 4.2633, 3.4762)
C (1.6876, 4.4611, 2.1089)
C (1.6392, 3.3793, 1.2687)
N (1.3989, 2.1522, 1.7760)
C (1.1704, 2.0593, 3.0946)
S (0.8228, 0.3714, 3.4305)
N (1.1440, 3.0437, 3.9508)
H (2.0773, 6.1869, 4.1310)
H (1.6417, 5.0476, 5.4391)
H (0.3870, 5.8087, 4.4646)
H (1.9273, 5.4440, 1.7313)
H (1.8158, 3.4416, 0.2039)